[1]
The following is a DFT calculation (ωB97M-V/def2-TZVPD) of a molecular structure, C19H46BaBr3N2O11P2.

The largest force on an atom is 2.86 eV Å⁻¹. As for the HOMO-LUMO gap: 0.2825 Eh. Its net charge is +1.

Each line ends with the Löwdin charge.
CARTESIAN COORDINATES (ANGSTROEM)
1 Ba -25.9788 4.9997 8.7771  1.84
2 O -24.3724 4.9247 10.6884  -0.68
3 H -23.8527 5.0341 11.4851  -0.12
4 C -22.0565 1.9745 11.3139  -0.35
5 O -21.8572 0.8634 10.8582  0.00
6 N -21.3141 2.5266 12.2942  -0.19
7 C -21.4630 3.9126 12.6582  -0.06
8 C -20.1290 1.8402 12.7529  -0.03
9 H -22.8952 2.5595 10.9018  0.12
10 H -21.0621 4.0434 13.6674  0.09
11 H -22.4879 4.2621 12.6521  0.06
12 H -20.8072 4.5389 12.0413  0.02
13 H -20.2379 0.7972 12.4848  0.09
14 H -19.2415 2.3132 12.3279  0.10
15 H -20.0690 1.9266 13.8393  0.09
16 C -26.0625 7.8947 11.4769  -0.38
17 O -26.7593 7.5839 10.5029  -0.10
18 N -26.0711 9.0832 12.0813  -0.18
19 C -25.5084 9.2297 13.4078  -0.07
20 C -26.9630 10.1505 11.6544  -0.02
21 H -25.3385 7.2089 11.9444  0.10
22 H -24.5464 8.7342 13.5241  0.03
23 H -26.2255 8.9328 14.1771  0.11
24 H -25.3061 10.2876 13.5902  0.11
25 H -27.7226 10.2998 12.4240  0.10
26 H -26.3693 11.0605 11.5626  0.10
27 H -27.4240 9.9299 10.7006  0.09
28 C -21.9942 7.3828 10.0474  -1.59
29 Br -22.7086 8.7911 11.1479  0.70
30 Br -20.2522 6.8201 10.6656  0.65
31 Br -21.8726 7.8714 8.1926  0.60
32 H -22.6609 6.5370 10.1656  -0.07
33 C -30.0848 0.2164 12.7997  -0.06
34 C -29.4821 1.5364 13.2473  -0.22
35 O -29.1569 2.3420 12.0666  -0.15
36 P -27.6774 2.6907 11.7906  0.32
37 O -27.4853 3.5171 10.5846  -0.41
38 O -26.9659 1.3039 11.7942  -0.16
39 C -25.5156 1.2795 11.6920  -0.24
40 C -24.9947 0.1029 12.5045  -0.05
41 O -27.1252 3.3800 13.0971  -0.16
42 C -26.9625 4.8298 13.1382  -0.21
43 C -26.7878 5.2300 14.5906  -0.07
44 H -29.3546 -0.3238 12.2013  0.08
45 H -30.2915 -0.3716 13.6997  0.09
46 H -31.0456 0.3404 12.3077  0.08
47 H -30.1922 2.1026 13.8467  0.12
48 H -28.5801 1.3618 13.8305  0.11
49 H -25.2473 1.1476 10.6418  0.12
50 H -25.0589 2.1878 12.0907  0.10
51 H -23.9083 0.1135 12.5461  0.07
52 H -25.3464 0.2481 13.5309  0.09
53 H -25.3797 -0.8424 12.1317  0.09
54 H -26.0108 5.0843 12.6643  0.08
55 H -27.7996 5.3057 12.6329  0.13
56 H -25.9474 4.6924 15.0346  0.07
57 H -26.4542 6.2748 14.6591  0.05
58 H -27.6723 5.1531 15.2203  0.10
59 C -20.7200 8.3541 14.2527  -0.07
60 C -21.8396 9.2395 14.7571  -0.25
61 O -22.1098 8.8782 16.1257  -0.17
62 P -23.5486 8.9700 16.7603  0.35
63 O -23.6102 8.4982 18.1144  -0.18
64 O -24.0509 10.4468 16.4767  -0.16
65 C -23.5390 11.5002 17.2960  -0.26
66 C -22.0972 11.8789 17.0789  -0.08
67 O -24.5045 8.2169 15.7289  -0.21
68 C -24.5866 6.7900 15.8482  -0.26
69 C -24.0160 6.1116 14.6310  -0.07
70 H -19.8066 8.5280 14.8213  0.09
71 H -20.9579 7.3172 14.5165  0.07
72 H -20.5989 8.4069 13.1764  0.00
73 H -21.5194 10.2820 14.7691  0.11
74 H -22.7532 9.1491 14.1651  0.06
75 H -24.1072 12.4084 17.0770  0.12
76 H -23.7395 11.3469 18.3581  0.12
77 H -21.8574 12.1236 16.0430  0.07
78 H -21.8365 12.7697 17.6545  0.09
79 H -21.3946 11.1158 17.4243  0.08
80 H -24.0667 6.3898 16.7218  0.13
81 H -25.6320 6.5233 16.0058  0.09
82 H -24.2130 5.0358 14.7465  0.08
83 H -24.5672 6.3860 13.7283  0.05
84 H -22.9335 6.1860 14.5909  0.07


[2]
The following is a DFT calculation (ωB97M-V/def2-TZVPD) of a molecular structure, C25H23BrIMoN7O2S2.

The largest force on an atom is 0.69 eV Å⁻¹. As for the HOMO-LUMO gap (spin up / spin down): 0.1023 / 0.1022 Eh. Its net charge is +4. The energy relative to the best compared isomer or geometry (same formula, charge and spin) comes out at 38.0 kJ/mol.

Each line ends with the Löwdin charge.
CARTESIAN COORDINATES (ANGSTROEM)
1 Mo -0.9308 -0.1208 0.3566  1.60
2 N -3.4320 -3.5361 -0.8186  0.17
3 C -2.6134 -2.6838 -0.2203  -0.72
4 S -1.3329 -1.9001 -1.0994  0.92
5 N -2.6935 -2.4553 1.0706  0.05
6 N -1.7282 -1.6261 1.5245  -0.19
7 C -1.4762 -1.8159 2.8257  0.03
8 C -0.4286 -1.2675 3.5579  -0.11
9 C -0.2591 -1.5902 4.9300  0.05
10 C 0.8696 -1.1785 5.5843  0.03
11 C 1.8765 -0.4661 4.8962  0.05
12 C 1.7632 -0.1468 3.5558  0.05
13 C 0.6007 -0.5341 2.9012  -0.25
14 O 0.4334 -0.2986 1.6025  -0.23
15 H -3.3421 -3.7692 -1.7965  0.14
16 H -4.0171 -4.1368 -0.2501  0.15
17 H -2.1378 -2.5379 3.2975  0.17
18 H -1.0181 -2.1694 5.4409  0.15
19 H 1.0124 -1.4147 6.6306  0.15
20 H 2.7703 -0.1736 5.4338  0.15
21 H 2.5507 0.3740 3.0288  0.14
22 N -5.0176 0.4979 -0.8892  0.28
23 C -3.7581 0.8360 -0.8112  -0.52
24 O -2.9531 0.1429 -0.1209  -0.32
25 C -3.3255 2.0786 -1.5484  -0.44
26 I -1.2588 2.4176 -1.2838  1.30
27 H -5.3640 -0.3267 -0.4133  0.16
28 H -5.6857 1.0438 -1.4208  0.17
29 H -3.8649 2.9499 -1.1756  0.10
30 H -3.5061 1.9780 -2.6189  0.09
31 Br -3.1439 4.0447 5.2709  1.00
32 C -2.5716 2.8928 3.9537  -0.66
33 C -3.3810 1.8377 3.5138  -0.04
34 C -2.9251 1.0003 2.5273  -0.10
35 N -1.7082 1.1422 1.9465  -0.11
36 C -0.9217 2.1520 2.3918  -0.13
37 C -1.3109 3.0382 3.3647  -0.04
38 H -4.3591 1.6722 3.9452  0.13
39 H -3.5381 0.1804 2.1825  0.12
40 H 0.0551 2.2586 1.9385  0.10
41 H -0.6417 3.8328 3.6657  0.14
42 S 4.4309 1.3031 -3.2828  1.21
43 C 3.0588 0.7521 -2.4629  -0.47
44 C 2.2311 -0.3309 -2.8316  0.00
45 C 1.1410 -0.6579 -2.0830  -0.14
46 N 0.7631 -0.0044 -0.9415  -0.24
47 C 1.5784 1.0471 -0.5778  -0.23
48 C 2.6705 1.4439 -1.2778  -0.04
49 C 4.6507 0.1442 -4.6124  -0.52
50 C 4.4607 0.5757 -5.9138  -0.05
51 C 4.7285 -0.3399 -6.9321  -0.09
52 N 5.1509 -1.5720 -6.6960  0.11
53 C 5.3515 -1.9631 -5.4442  -0.09
54 C 5.1219 -1.1354 -4.3500  -0.07
55 H 2.4483 -0.9178 -3.7141  0.13
56 H 0.5389 -1.4873 -2.4187  0.05
57 H 1.3438 1.5706 0.3390  0.08
58 H 3.2577 2.2742 -0.9063  0.14
59 H 4.1275 1.5787 -6.1451  0.12
60 H 4.5984 -0.0590 -7.9697  0.13
61 H 5.7235 -2.9706 -5.3049  0.13
62 H 5.3371 -1.4742 -3.3445  0.12


Which of these has the lowest net charge? C19H46BaBr3N2O11P2


Which of these has the highest largest force on an atom? C19H46BaBr3N2O11P2


Among the records above, which one has the lowest net charge? C19H46BaBr3N2O11P2